No. 1
ORCA calculation (the ωB97M-V functional and the def2-TZVPD basis) on a cluster of 2 separate species, C9H14ClNOS in total in a non-equilibrium geometry.

Results
- HOMO (eV) = -8.6
- SMILES = N[C@]12CCS[C@@H]1C2.O=C1CC(Cl)C1
- energy above the lowest of the compared OMol25 structures with the same formula, charge and spin (kJ/mol) = 137.5
- gap between HOMO and LUMO (eV) = 9.261

Last column: natural (NBO) charge in e.
Positions of all 27 atoms, in Å:
1 N -0.427 -0.037 0.282  -0.871
2 C -1.549 0.800 0.667  0.074
3 C -2.574 0.078 1.532  -0.419
4 C -3.259 -0.896 0.491  -0.523
5 S -2.886 -0.295 -1.259  0.209
6 C -2.413 1.251 -0.496  -0.404
7 C -1.317 2.149 0.024  -0.343
8 H -0.722 -0.983 0.059  0.385
9 H 0.221 -0.085 1.058  0.360
10 H -2.126 -0.499 2.349  0.218
11 H -3.317 0.756 1.964  0.217
12 H -4.342 -0.922 0.635  0.220
13 H -2.890 -1.923 0.584  0.215
14 H -3.338 1.681 -0.117  0.202
15 H -1.706 3.079 0.427  0.226
16 H -0.340 2.219 -0.441  0.227
17 O 4.194 1.796 0.119  -0.506
18 C 3.446 0.866 -0.001  0.604
19 C 1.922 0.729 -0.026  -0.505
20 C 2.133 -0.700 -0.570  -0.184
21 Cl 1.230 -1.996 0.254  -0.054
22 C 3.646 -0.627 -0.267  -0.544
23 H 1.500 0.739 0.982  0.228
24 H 1.373 1.433 -0.657  0.247
25 H 1.918 -0.785 -1.636  0.230
26 H 4.336 -0.899 -1.071  0.243
27 H 3.922 -1.167 0.646  0.249

---

No. 2
ORCA calculation (the ωB97M-V functional and the def2-TZVPD basis) on a cluster of 7 separate species, C23H59BFINO7 in total in a non-equilibrium geometry.

Results
- HOMO (eV) = -4.2
- total charge = -1
- gap between HOMO and LUMO (eV) = 6.213

Last column: Löwdin charge in e.
Positions of all 93 atoms, in Å:
1 C -4.293 0.943 2.659  -0.124
2 C -3.591 1.680 3.795  -0.235
3 C -2.115 1.316 3.955  -0.272
4 F -1.701 1.979 5.155  -0.105
5 B -1.691 -0.304 3.962  -0.585
6 N -1.216 -0.782 5.356  0.045
7 C -0.476 -0.484 2.810  -0.182
8 C -0.439 -1.817 2.203  -0.749
9 O -1.286 -2.506 1.759  0.023
10 I 1.671 -2.672 2.076  0.554
11 H -4.429 -0.109 2.901  0.036
12 H -3.691 0.998 1.747  0.070
13 H -5.271 1.382 2.444  0.057
14 H -4.120 1.536 4.741  0.103
15 H -3.655 2.756 3.582  0.096
16 H -1.581 1.866 3.165  0.110
17 H -2.621 -1.012 3.614  0.085
18 H -1.716 -1.595 5.677  0.013
19 H -0.225 -0.957 5.444  0.020
20 H 0.512 -0.239 3.195  0.051
21 H -0.662 0.191 1.965  0.106
22 C 1.854 1.379 -0.255  -0.058
23 C 2.671 2.181 0.746  -0.499
24 C 4.165 1.949 0.563  -0.061
25 O 2.263 1.861 2.071  -0.053
26 H 2.030 0.310 -0.119  0.065
27 H 0.789 1.562 -0.101  0.072
28 H 2.109 1.631 -1.285  0.065
29 H 2.456 3.246 0.631  0.133
30 H 4.400 0.893 0.717  0.082
31 H 4.734 2.531 1.290  0.074
32 H 4.490 2.228 -0.441  0.069
33 H 2.432 0.919 2.182  0.064
34 C -6.892 -2.140 6.511  -0.067
35 C -6.511 -1.234 5.347  -0.505
36 C -7.531 -1.308 4.219  -0.062
37 O -5.211 -1.537 4.871  -0.048
38 H -6.923 -3.183 6.181  0.077
39 H -6.153 -2.062 7.307  0.078
40 H -7.873 -1.880 6.915  0.073
41 H -6.442 -0.204 5.701  0.138
42 H -7.580 -2.326 3.822  0.079
43 H -7.239 -0.645 3.404  0.072
44 H -8.529 -1.026 4.562  0.074
45 H -5.205 -2.439 4.535  0.094
46 C 0.878 -0.010 -4.476  -0.057
47 C 2.260 -0.416 -3.996  -0.506
48 C 2.908 -1.458 -4.897  -0.061
49 O 2.212 -0.869 -2.648  -0.053
50 H 0.200 -0.869 -4.471  0.085
51 H 0.458 0.747 -3.819  0.059
52 H 0.906 0.397 -5.488  0.081
53 H 2.888 0.478 -3.964  0.119
54 H 2.309 -2.372 -4.902  0.079
55 H 3.905 -1.713 -4.534  0.077
56 H 2.991 -1.098 -5.924  0.074
57 H 1.658 -1.656 -2.608  0.093
58 C -3.382 3.558 -4.179  -0.066
59 C -2.349 2.684 -3.485  -0.496
60 C -1.972 3.226 -2.116  -0.051
61 O -1.188 2.529 -4.302  -0.066
62 H -2.980 4.563 -4.335  0.079
63 H -3.642 3.145 -5.154  0.075
64 H -4.292 3.644 -3.582  0.078
65 H -2.747 1.674 -3.375  0.139
66 H -1.529 4.222 -2.215  0.082
67 H -1.238 2.579 -1.636  0.070
68 H -2.843 3.303 -1.464  0.082
69 H -0.790 3.398 -4.425  0.084
70 C 3.998 4.651 -3.958  -0.059
71 C 3.128 3.704 -4.769  -0.500
72 C 3.938 2.921 -5.792  -0.063
73 O 2.062 4.415 -5.403  -0.055
74 H 4.470 5.387 -4.616  0.079
75 H 3.397 5.190 -3.227  0.080
76 H 4.784 4.110 -3.430  0.079
77 H 2.631 3.005 -4.094  0.126
78 H 4.413 3.596 -6.511  0.079
79 H 3.287 2.245 -6.347  0.075
80 H 4.719 2.334 -5.308  0.080
81 H 2.454 5.049 -6.012  0.082
82 C 4.131 -7.447 -0.156  -0.068
83 C 4.895 -6.705 0.931  -0.506
84 C 3.957 -6.124 1.976  -0.073
85 O 5.714 -5.684 0.362  -0.058
86 H 3.453 -6.761 -0.672  0.081
87 H 4.819 -7.860 -0.895  0.074
88 H 3.536 -8.260 0.263  0.076
89 H 5.599 -7.391 1.407  0.132
90 H 3.279 -5.401 1.515  0.019
91 H 4.520 -5.599 2.748  0.081
92 H 3.356 -6.900 2.451  0.080
93 H 5.130 -5.039 -0.051  0.086